{"formula": "C3H3ClF2OS", "method": "ωB97M-V with the def2-TZVPD basis set", "symbols": ["F", "H", "Cl", "F", "C", "H", "C", "H", "S", "O", "C"], "positions_angstrom": [[0.6613, -0.4349, 1.3556], [-1.4307, -1.4067, 0.5682], [1.6118, 1.4328, -0.1854], [2.4661, -0.9636, 0.2077], [-1.6981, -0.5397, -0.0591], [0.4027, -2.0129, -0.5356], [1.2830, -0.2813, 0.1675], [0.8584, -0.9207, -1.9514], [-3.0333, 0.3921, 0.2378], [-0.8450, -0.3534, -1.0182], [0.4012, -0.9920, -0.8848]], "forces_ev_per_angstrom": [[0.5, 0.4, 0.0], [-0.4, 0.3, -0.1], [-0.2, -0.7, 0.3], [-0.6, 0.5, 0.2], [-2.5, 0.2, 2.0], [-0.6, -0.5, -0.1], [0.2, -0.4, -0.9], [-0.5, -0.2, 2.1], [1.5, -1.1, -0.5], [0.8, 0.4, -1.0], [1.7, 1.1, -2.1]], "gap_ev": 9.203, "de_lowest_ev": 0.170, "max_force_ev_per_a": 3.14, "smiles": "FC(F)(Cl)COC=S", "total_energy_ha": -1249.4318, "lumo_ev": 0.2}

{"formula": "C3H3ClN2O", "method": "ωB97M-V with the def2-TZVPD basis set", "symbols": ["H", "C", "Cl", "N", "O", "N", "H", "C", "C", "H"], "positions_angstrom": [[0.3513, 2.3681, 0.3820], [0.3410, -0.3358, -0.0074], [2.0263, -0.1122, 0.0001], [-1.8594, 0.1751, -0.0021], [-1.6507, -1.2028, 0.0163], [-0.4775, 2.0639, -0.0803], [-0.0360, -2.4677, 0.0163], [-0.6646, 0.7061, -0.0434], [-0.3344, -1.4728, 0.0114], [-1.2492, 2.5712, 0.2821]], "forces_ev_per_angstrom": [[0.7, 0.1, 0.1], [0.3, 1.6, -0.2], [0.4, 0.1, 0.0], [0.6, -0.1, -0.1], [-0.1, -0.5, 0.0], [0.4, -0.2, -0.3], [0.3, -1.5, 0.0], [-0.2, -0.8, 0.5], [-1.5, 0.9, 0.0], [-0.9, 0.4, 0.1]], "gap_ev": 10.199, "de_lowest_ev": 1.306, "max_force_ev_per_a": 1.79, "smiles": "Nc1nocc1Cl", "total_energy_ha": -761.0135, "lumo_ev": 0.8}